Entry from OMol25: C34H35AsN3PtS3 as an isolated structure (ωB97M-V with the def2-TZVPD basis set).

Last column: Löwdin charge in e.
Atoms and positions in Å:
C (2.8723, -3.1533, 0.5706)  -0.103
H (1.5899, -4.9560, -1.2928)  0.107
H (4.8703, 1.4752, -3.8428)  0.110
H (-0.7968, -2.4401, -0.1852)  0.016
C (1.8036, 6.1451, 2.3917)  -0.074
N (-0.5084, 3.4824, 1.4638)  -0.053
C (0.8738, -2.5243, 1.8235)  -0.744
H (-3.3906, 1.1916, -1.9283)  0.015
H (-3.0136, -6.0870, 0.0970)  0.109
C (1.2657, -4.8935, 1.4488)  -0.124
H (-3.7529, -0.5312, -2.2082)  0.045
As (-2.1371, -0.3043, -0.2895)  0.979
H (1.7959, 7.2267, 2.3888)  0.115
N (2.0222, -0.9127, 0.3421)  -0.086
H (1.7533, 2.2555, 2.4803)  0.022
H (3.2418, -4.0430, 0.0678)  0.129
H (2.4347, 1.0464, 0.8687)  0.071
C (2.9044, 5.4429, 2.8366)  -0.070
C (3.9982, 0.9283, -1.9601)  -0.040
H (-3.9889, -0.6828, 1.3784)  0.032
C (0.2554, -5.2273, 0.3775)  -0.218
C (1.7945, 3.3311, 2.4302)  -0.038
H (-6.1597, 2.7915, -0.2641)  0.112
C (2.7415, 1.7244, -3.8484)  -0.073
C (2.5073, -2.0809, -0.4102)  -0.099
C (-1.6847, -5.7602, -1.5557)  -0.082
H (2.7065, 2.0718, -4.8724)  0.109
C (-2.9742, 0.1922, -1.9685)  -0.252
H (-1.2953, -5.6009, 1.8055)  0.106
C (0.5763, -5.1790, -0.9775)  -0.051
H (-0.0120, -1.2298, -1.2430)  0.007
H (-4.1756, -1.7729, -0.0240)  0.043
C (-3.6811, 4.9729, 0.4041)  -0.038
C (-0.3871, -5.4406, -1.9389)  -0.079
H (-1.4286, -2.1321, -1.8163)  0.050
C (3.9554, 1.3863, -3.2724)  -0.067
C (-0.9558, -1.6776, -0.9471)  -0.258
C (-3.4686, -1.3252, 0.6726)  -0.248
S (0.3905, 0.1783, 2.1387)  0.645
C (1.5674, 1.6203, -3.1096)  -0.065
Pt (-1.2213, 1.5471, 0.8541)  0.672
H (0.6979, 1.1000, -1.2138)  0.066
C (2.8396, 0.3042, 0.1905)  -0.095
H (3.6611, -2.8014, 1.2440)  0.143
H (4.9483, 0.6646, -1.5087)  0.116
S (-0.3683, -2.7738, 2.8666)  0.763
H (-4.3772, 1.1984, 0.0933)  0.059
C (0.6994, 5.4209, 1.9526)  -0.449
H (2.1596, -5.5160, 1.4003)  0.137
C (2.8945, 4.0438, 2.8581)  -0.063
C (-1.0426, -5.5562, 0.7530)  -0.049
N (1.6802, -3.4902, 1.3489)  -0.101
C (1.1672, -1.0871, 1.3407)  -0.651
C (-1.3505, 4.4274, 1.1217)  -0.536
H (3.3501, -1.7706, -1.0243)  0.137
H (3.7755, 5.9796, 3.1863)  0.111
H (1.7154, -2.4294, -1.0723)  0.116
H (-5.7432, 5.2294, -0.1209)  0.111
C (1.6111, 1.1698, -1.8009)  -0.044
C (-5.1679, 3.1586, -0.0319)  -0.062
H (-3.4999, 6.0348, 0.5251)  0.104
H (3.7640, 3.5122, 3.2221)  0.110
H (-0.1248, -5.4089, -2.9886)  0.107
H (0.6202, 1.8958, -3.5554)  0.107
C (-2.6613, 4.0532, 0.6249)  -0.260
H (-2.9475, -2.1058, 1.2279)  0.009
S (-0.8022, 6.0336, 1.3457)  1.174
H (0.8171, -5.0397, 2.4275)  0.086
C (0.6847, 4.0253, 1.9552)  -0.275
C (-4.9423, 4.5254, 0.0571)  -0.066
H (-2.2055, 0.1537, -2.7402)  0.034
H (-2.4351, -5.9725, -2.3060)  0.106
C (-4.1360, 2.2498, 0.1718)  -0.150
C (-2.0094, -5.8244, -0.2092)  -0.068
C (2.8295, 0.8181, -1.2216)  -0.222
C (-2.8414, 2.6695, 0.4726)  -0.281
H (3.8511, 0.0526, 0.5228)  0.143

Cartesian forces (eV/Å) of the 6 atoms listed first:
0.0 0.0 0.2
0.0 0.0 0.0
0.0 0.0 0.0
0.0 0.0 0.0
0.0 0.0 0.0
0.1 -0.1 0.1

Values from the calculation:
Charge   +1
Energy   -136883.9535 eV
HOMO energy   -10.6 eV

***

Entry from OMol25: a 2-piece molecular cluster, C4H7NO2 overall in a non-equilibrium geometry (ωB97M-V with the def2-TZVPD basis set).

Last column: Löwdin charge in e.
Atoms and positions in Å:
C (0.0066, -1.0606, -1.4695)  -0.060
H (-0.6676, 1.7856, 2.7950)  0.067
C (-1.1216, 1.2129, 2.0720)  0.146
N (-1.8421, 0.6214, 1.4259)  -0.214
C (1.3274, 0.6289, -0.1169)  -0.039
H (-1.1847, -1.0181, -1.3727)  0.122
O (-2.3753, 0.0451, 0.5561)  0.036
H (0.5451, 1.3106, -0.4505)  0.074
O (0.6308, -1.4142, 0.8040)  0.053
H (2.1382, 0.3967, -0.8456)  0.106
H (1.4133, 0.8813, 0.9808)  0.090
H (0.1393, -2.1565, -1.7372)  0.093
H (0.3316, -0.5080, -2.4497)  0.109
C (0.6590, -0.7251, -0.1914)  -0.585

Cartesian forces (eV/Å) of the 6 atoms listed first:
-2.4 -1.7 -3.2
0.6 0.8 1.1
0.6 0.7 1.3
0.5 0.0 -0.9
-1.2 -0.9 0.5
2.6 0.4 0.0

Values from the calculation:
Energy   -9842.3701 eV
SMILES string   C#[N+][O-].CC(C)=O
HOMO energy   -9.5 eV

***

Entry from OMol25: C28H49BrF6N7O6RuS4Si as an isolated structure (ωB97M-V with the def2-TZVPD basis set).

Last column: Löwdin charge in e.
Atoms and positions in Å:
H (0.5111, 2.7511, 2.3827)  0.057
S (2.1972, -1.1847, 3.5689)  0.656
C (-2.1647, -0.8185, 3.1818)  -0.280
H (-1.9095, 3.9175, -3.0019)  0.035
F (4.1893, -0.0882, 4.8440)  0.171
C (-4.3732, 6.4284, 0.8863)  -0.069
H (-3.3996, -2.8510, 1.0245)  0.100
N (-0.9812, 0.6194, 1.8356)  -0.089
F (3.1180, -1.6251, 5.9361)  0.189
F (4.2986, 0.8717, -0.1906)  0.145
H (0.8604, -3.1739, -2.2004)  0.171
C (-2.3185, 6.6592, -0.5191)  -0.089
S (2.2172, 0.3328, 1.3143)  0.634
H (-3.1121, 4.5195, -4.1434)  0.095
H (-5.9677, 4.9229, -1.7725)  0.079
H (5.4208, -3.9558, -4.4524)  0.142
H (-3.1049, 2.7886, 2.3689)  0.056
H (-2.4490, 5.5952, -2.9259)  0.067
H (-4.1359, 7.4017, 1.3235)  0.104
H (-5.0421, 6.6096, 0.0443)  0.078
N (5.5506, -2.1980, -5.5156)  0.096
C (-4.3479, 1.4060, 0.3225)  -0.099
H (0.4362, 2.5008, 4.1342)  0.095
H (3.1167, -1.6123, -1.2080)  0.119
C (-2.8947, -2.1795, 0.3494)  -0.289
C (-4.5422, 2.8747, 0.7169)  -0.612
H (-5.4156, 5.1417, -3.4265)  0.102
Ru (-0.0979, 0.8678, 0.0293)  0.870
N (6.1273, -0.6497, -7.1225)  0.224
H (4.8655, -2.5308, -6.1745)  0.162
C (-2.1671, 5.6217, 1.7233)  -0.109
O (1.4457, -0.6867, 0.5300)  -0.413
C (1.7758, 0.7518, -2.8089)  -0.355
C (6.3052, -1.1664, -5.9105)  -0.416
C (-2.0760, -1.1452, 0.6483)  -0.323
C (3.0001, -0.5930, 5.1261)  -0.693
C (-1.8876, -0.3298, -2.9356)  -0.057
C (-4.4259, 2.7799, -2.7053)  -0.093
H (6.6987, 0.1097, -7.4564)  0.143
H (-4.7437, 2.2571, 2.7673)  0.099
H (7.4338, -1.0454, -4.2079)  0.122
C (-6.0363, 3.2318, 0.5633)  -0.065
H (-2.9349, 6.9324, -1.3733)  0.068
H (-4.9127, 0.7836, 1.0236)  0.101
H (3.3691, -3.9131, -2.8913)  0.154
C (-2.0961, -0.9299, -1.5861)  -0.622
C (-0.8381, 1.2215, 2.9966)  -0.619
H (-4.6550, 2.8610, -3.7712)  0.099
H (-4.4005, 3.9710, 2.6160)  0.074
C (4.0165, 0.0604, 0.8317)  -0.656
O (3.1221, -2.0195, 2.8634)  -0.256
F (4.2155, -1.1966, 0.4058)  0.110
C (3.4165, -2.8304, -3.0662)  -0.124
H (-1.8987, 6.6317, 2.0425)  0.098
H (-0.8906, 3.3184, 3.3001)  0.080
F (4.8021, 0.3127, 1.8414)  0.206
C (-3.9410, 4.1455, -2.2028)  -0.625
O (0.9997, 0.9577, -1.9734)  0.087
H (5.3599, -2.7535, -2.1636)  0.134
H (-1.1833, 0.4952, -2.8733)  0.055
H (2.9159, -2.6535, -4.0235)  0.141
H (6.7494, -2.9574, -3.9886)  0.130
H (5.4911, -1.0620, -7.7845)  0.140
H (-4.9174, 5.8634, 1.6433)  0.069
S (-3.1201, -2.2763, -1.3431)  1.146
N (7.2262, -0.6451, -5.1055)  0.234
C (-5.0936, 5.1596, -2.3820)  -0.069
H (-6.6254, 2.5651, 1.1991)  0.101
H (-5.3323, 2.4404, -2.2068)  0.070
H (7.8630, 0.0593, -5.4429)  0.146
N (2.0734, 0.2738, 2.8165)  -0.255
H (-4.7869, 6.1803, -2.1583)  0.072
Si (-3.5295, 4.0880, -0.3445)  0.689
H (-1.5476, -1.0670, -3.6638)  0.087
H (4.9413, -1.2831, -3.0285)  0.118
H (-2.6769, 5.1474, 2.5587)  0.064
O (2.5497, 0.4807, -3.6250)  0.244
H (1.0365, -2.1442, -0.7861)  0.118
O (1.9061, 1.6536, 0.7617)  -0.363
H (-2.8308, 0.0718, -3.3076)  0.085
H (-2.7624, -1.6486, 3.5203)  0.102
H (-3.2985, 1.1251, 0.3920)  0.021
C (5.6922, -2.9190, -4.2519)  -0.144
H (-1.3892, 6.2163, -0.8839)  0.078
C (4.8816, -2.3737, -3.0693)  -0.160
H (-2.0587, 7.5870, -0.0039)  0.099
Br (-1.2703, 3.0576, -0.3849)  0.566
N (-1.5954, -0.4618, -0.4673)  -0.087
N (1.4257, -2.5330, -1.6515)  0.271
C (-1.7442, -0.5350, 1.9288)  -0.323
C (-0.1482, 2.5224, 3.2155)  -0.057
S (-1.6149, 0.3838, 4.2599)  1.180
H (-3.6513, 2.0182, -2.5854)  0.052
O (0.8966, -1.6558, 3.9082)  -0.253
H (-4.7078, 1.1780, -0.6788)  0.068
H (-6.3941, 3.1016, -0.4581)  0.071
H (-6.2606, 4.2526, 0.8740)  0.080
C (-2.7741, 4.5743, -3.1049)  -0.105
F (2.2328, 0.3383, 5.6756)  0.161
C (2.6315, -2.2330, -1.9539)  -0.038
C (-3.0515, 5.7421, 0.4719)  -0.627
H (-1.2379, 5.0871, 1.5259)  0.033
C (-4.1660, 2.9931, 2.2005)  -0.080

Cartesian forces (eV/Å) of the 6 atoms listed first:
0.0 0.0 0.0
-0.1 0.1 0.0
0.0 0.0 0.0
0.0 0.0 0.0
0.0 0.0 0.0
0.0 0.0 0.0

Values from the calculation:
Charge   +3
Energy   -192674.9216 eV
HOMO energy   -15.4 eV

***

Please write out number 2 again, unchanged.
Entry from OMol25: a 2-piece molecular cluster, C4H7NO2 overall in a non-equilibrium geometry (ωB97M-V with the def2-TZVPD basis set).

Last column: Löwdin charge in e.
Atoms and positions in Å:
C (0.0066, -1.0606, -1.4695)  -0.060
H (-0.6676, 1.7856, 2.7950)  0.067
C (-1.1216, 1.2129, 2.0720)  0.146
N (-1.8421, 0.6214, 1.4259)  -0.214
C (1.3274, 0.6289, -0.1169)  -0.039
H (-1.1847, -1.0181, -1.3727)  0.122
O (-2.3753, 0.0451, 0.5561)  0.036
H (0.5451, 1.3106, -0.4505)  0.074
O (0.6308, -1.4142, 0.8040)  0.053
H (2.1382, 0.3967, -0.8456)  0.106
H (1.4133, 0.8813, 0.9808)  0.090
H (0.1393, -2.1565, -1.7372)  0.093
H (0.3316, -0.5080, -2.4497)  0.109
C (0.6590, -0.7251, -0.1914)  -0.585

Cartesian forces (eV/Å) of the 6 atoms listed first:
-2.4 -1.7 -3.2
0.6 0.8 1.1
0.6 0.7 1.3
0.5 0.0 -0.9
-1.2 -0.9 0.5
2.6 0.4 0.0

Values from the calculation:
Energy   -9842.3701 eV
SMILES string   C#[N+][O-].CC(C)=O
HOMO energy   -9.5 eV